[1]
{
  "formula": "C26H50Br6CaCl3MgN3O13P2S",
  "method": "ωB97M-V/def2-TZVPD",
  "homo_energy_ha": -0.1052,
  "charge": -2,
  "symbols": ["C", "C", "C", "C", "C", "C", "C", "N", "N", "N", "C", "O", "P", "C", "C", "O", "O", "C", "C", "O", "O", "H", "H", "H", "H", "H", "H", "H", "H", "H", "H", "H", "H", "H", "H", "H", "H", "H", "H", "H", "H", "H", "H", "H", "H", "H", "H", "H", "O", "P", "O", "C", "C", "O", "C", "C", "O", "C", "C", "H", "H", "H", "H", "H", "H", "H", "H", "H", "H", "H", "H", "H", "H", "H", "C", "C", "C", "C", "C", "C", "H", "H", "H", "H", "H", "H", "Ca", "C", "Br", "Br", "Br", "H", "Cl", "Mg", "C", "Br", "Br", "Br", "H", "Cl", "Cl", "O", "S", "O", "O", "O"],
  "coordinates": [[-3.717632, 7.291039, -4.767871], [-2.993210, 7.095698, -3.336486], [-2.778124, 5.558591, -2.948340], [-3.301785, 5.400341, -1.407142], [-1.248648, 5.054865, -3.020932], [-0.946289, 4.937402, -4.603689], [0.383004, 5.699043, -5.129663], [1.649805, 4.979604, -4.742184], [0.316486, 5.624170, -6.696441], [0.454101, 7.183607, -4.821279], [-0.138127, 5.684351, -2.022101], [0.057938, 4.838963, -0.829207], [0.111543, 3.251183, -1.608392], [-0.834595, 2.323582, -0.233213], [-0.746971, 0.727484, -0.300529], [-1.572895, 0.068948, 0.428417], [0.186738, -0.036963, -1.067065], [-0.179933, -1.437852, -0.892709], [-1.336028, -2.153068, -1.739539], [0.411520, -2.125079, 0.002453], [-1.290239, 3.632646, -2.609883], [-3.741006, 6.342525, -5.421396], [-4.786892, 7.726816, -4.682601], [-3.107542, 8.096221, -5.333513], [-1.990603, 7.649573, -3.331148], [-3.667914, 7.620677, -2.550600], [-3.439929, 4.887339, -3.627944], [-3.215534, 4.310718, -1.054749], [-4.404530, 5.752252, -1.303903], [-2.648550, 6.061419, -0.711686], [-0.939477, 3.814153, -4.898026], [-1.852204, 5.400919, -5.156635], [2.394230, 5.160578, -5.427332], [1.499253, 3.953096, -4.774774], [-0.181311, 4.726895, -6.909479], [-0.353755, 6.368026, -7.020199], [-0.374954, 7.700233, -5.158685], [1.340175, 7.563735, -5.193331], [0.842412, 6.098562, -2.436600], [-0.650771, 6.616121, -1.542005], [1.290049, 3.050914, -0.764276], [0.336992, 2.100528, -2.473556], [1.052236, 3.899068, -2.488036], [-0.373578, 2.641074, 0.782428], [-1.954149, 2.625028, -0.309851], [-0.996663, -3.067975, -2.333789], [-1.803232, -1.340794, -2.426630], [-2.185802, -2.448332, -1.005142], [4.531731, -4.443582, 6.382152], [3.521370, -3.565476, 5.628961], [3.622114, -4.414409, 4.204509], [3.280336, -5.793265, 4.216606], [1.777918, -5.989554, 4.286122], [4.610550, -2.347567, 5.315691], [5.561623, -1.988811, 6.313226], [6.919611, -2.578129, 5.969362], [2.334770, -2.569177, 4.903890], [2.512729, -1.992612, 3.605337], [1.661708, -2.712181, 2.573927], [3.772746, -6.309203, 5.045489], [3.665778, -6.232999, 3.292460], [1.348683, -5.462614, 5.144554], [1.532850, -7.052332, 4.366930], [1.293932, -5.594315, 3.390683], [5.229022, -2.309782, 7.304943], [5.630039, -0.897583, 6.334027], [6.854541, -3.638547, 5.721193], [7.618646, -2.453780, 6.800918], [7.334416, -2.076094, 5.089727], [3.555634, -1.977357, 3.286607], [2.177908, -0.954390, 3.680044], [2.126116, -3.653333, 2.272485], [1.552610, -2.101710, 1.673183], [0.670522, -2.949194, 2.970010], [-6.764133, -4.701530, -0.962812], [-6.663311, -3.441401, -1.546987], [-5.828543, -2.479436, -0.985892], [-5.087341, -2.780530, 0.153338], [-5.185588, -4.042776, 0.735631], [-6.027772, -5.001005, 0.179075], [-7.417516, -5.450612, -1.398310], [-7.241235, -3.209058, -2.445999], [-5.753760, -1.494980, -1.436042], [-4.431119, -2.027645, 0.587632], [-4.603767, -4.280481, 1.627168], [-6.108972, -5.982088, 0.635029], [-0.657116, 7.970424, -7.227870], [6.073850, -8.332006, 5.198230], [6.770094, -6.748006, 4.319889], [5.469921, -9.659849, 3.915700], [7.342499, -9.074365, 6.462831], [5.199499, -8.020501, 5.769166], [-2.706508, 10.392153, -7.457517], [-3.156871, -2.783583, 1.683950], [-9.302378, -0.645238, -4.239473], [-8.633731, 0.957339, -5.105705], [-9.933132, -1.952253, -5.527872], [-7.996948, -1.407238, -3.021529], [-10.162328, -0.348142, -3.640045], [-2.646505, 10.412970, -4.923338], [2.372782, 5.954662, -7.147480], [10.409311, -8.818239, 7.879665], [9.962006, -9.334675, 9.185149], [8.675777, -8.711420, 9.542797], [10.970034, -9.014117, 10.210655], [9.791291, -10.796301, 9.107184]],
  "forces_ev_per_a": [[0.51, 0.57, -0.43], [-0.53, 0.04, -0.36], [-0.45, 0.45, 2.14], [0.13, -0.02, -0.17], [-0.30, -2.83, -0.53], [0.33, 1.36, 0.20], [0.33, -1.59, -0.69], [-2.14, 0.15, 0.28], [-5.35, -0.44, 1.13], [0.01, -1.23, -0.66], [-1.30, 2.69, 2.22], [-1.56, 0.43, -2.66], [3.20, -0.37, -0.19], [-0.75, -0.34, -0.07], [-2.83, -1.23, 2.68], [2.99, 2.00, -3.04], [-2.39, -0.57, 1.06], [1.61, -3.28, 3.74], [-0.63, 1.94, -0.18], [-2.43, 3.34, -4.71], [0.03, 1.84, 0.39], [-0.10, 1.22, 1.18], [1.80, -0.82, -0.14], [-1.20, -1.20, 0.66], [-1.39, -0.71, 0.01], [1.30, -0.95, -1.26], [1.31, 0.97, 1.10], [-0.12, 1.70, -0.57], [1.82, -0.58, -0.28], [-1.09, -1.14, -1.17], [0.34, 1.96, 0.59], [1.56, -0.59, 0.69], [-0.54, 0.23, 0.52], [-0.29, 1.02, 0.50], [0.36, 0.67, -0.10], [0.12, -4.74, 0.82], [0.40, -0.37, 1.63], [-0.47, -0.28, 0.26], [-1.45, -1.17, 0.13], [0.76, -1.13, -1.02], [0.07, -0.76, -0.24], [-0.43, -0.37, 0.72], [-0.45, 0.05, -0.52], [-0.95, -0.62, -1.70], [1.74, -1.01, 0.58], [-0.20, 1.46, 1.01], [0.82, -1.56, 0.89], [1.71, 0.39, -1.04], [-3.80, 0.28, 2.50], [5.59, 1.78, -7.46], [-0.58, -0.40, 0.53], [-0.05, -0.32, -0.20], [-0.16, -0.02, -0.13], [-0.81, 0.30, 1.00], [0.53, -0.21, -0.01], [0.19, 0.09, -0.11], [-0.86, -1.68, 4.13], [-0.10, -0.03, -1.19], [0.25, -0.15, 0.05], [0.03, 0.15, 0.02], [0.06, 0.17, 0.05], [0.01, -0.09, 0.02], [0.03, 0.06, 0.05], [0.02, 0.01, 0.09], [0.10, -0.06, -0.14], [-0.14, -0.03, -0.11], [-0.14, 0.02, 0.22], [-0.02, -0.01, -0.07], [-0.03, 0.02, 0.10], [-0.06, -0.10, 0.29], [0.02, -0.09, 0.33], [0.02, 0.05, 0.06], [0.05, -0.06, 0.42], [0.01, 0.22, -0.05], [0.14, 0.04, 0.16], [0.27, -0.39, 0.12], [0.03, -0.05, 0.00], [-0.88, -0.71, -0.43], [-0.57, 0.20, -0.57], [-0.06, 0.03, -0.07], [0.07, 0.06, 0.03], [0.75, -1.02, 0.76], [0.10, -0.05, 0.09], [-0.79, 0.55, -0.66], [-0.32, -0.30, -0.04], [0.02, 0.09, -0.01], [-0.92, 4.48, -0.70], [0.16, -0.01, 0.40], [-0.09, -0.32, 0.10], [0.05, 0.20, 0.09], [-0.30, 0.28, -0.37], [0.23, -0.06, -0.22], [0.95, -1.20, -1.45], [2.31, 0.13, 1.54], [0.00, 0.31, 0.09], [-0.12, -0.34, 0.13], [0.17, 0.22, 0.24], [-1.27, 1.38, -1.10], [0.24, -0.10, -0.19], [0.49, 0.10, 1.17], [5.26, 2.06, -2.96], [-0.07, 0.24, 0.18], [0.14, 0.00, 0.13], [-0.08, -0.19, -0.31], [0.14, -0.19, -0.24], [-0.11, 0.09, 0.27]],
  "mulliken_charge": [-0.568, -0.315, -0.305, -1.280, 1.782, -1.305, 0.352, -0.405, -0.155, -0.515, -0.527, -0.549, 0.184, -0.251, 0.433, -0.492, -0.302, 0.508, -0.454, -0.488, -0.533, 0.235, 0.269, -0.301, 0.177, 0.425, 0.447, 0.087, 0.466, 0.252, 0.431, -0.269, 0.194, 0.271, 0.329, -0.189, -0.012, 0.440, 0.148, 0.368, 0.040, -0.206, -0.143, 0.381, -0.135, 0.357, 0.242, -0.065, -0.706, 1.159, -0.371, -0.167, -1.015, -0.346, -0.411, -0.905, -0.475, -0.087, -0.877, 0.130, 0.362, 0.235, 0.412, 0.239, 0.322, 0.360, 0.135, 0.361, 0.294, 0.257, 0.419, 0.084, 0.463, 0.231, -0.667, 0.042, -0.613, -0.072, -0.016, -0.703, 0.366, 0.376, 0.302, 0.656, 0.107, 0.358, 1.208, -0.275, -0.011, -0.063, 0.061, 0.262, -0.514, -0.167, -0.407, -0.013, -0.038, 0.152, 0.358, -0.407, -0.602, -0.503, 1.239, -0.495, -0.550, -0.523]
}

[2]
{
  "formula": "C26H50Br6O12S6",
  "method": "ωB97M-V/def2-TZVPD",
  "homo_energy_ha": -0.3762,
  "charge": 0,
  "de_lowest_kj_mol": 0.0,
  "symbols": ["C", "Br", "Br", "Br", "H", "C", "Br", "Br", "Br", "H", "C", "C", "C", "S", "O", "O", "C", "H", "H", "H", "H", "H", "H", "H", "H", "C", "C", "C", "S", "O", "O", "C", "H", "H", "H", "H", "H", "H", "H", "H", "C", "C", "C", "S", "O", "O", "C", "H", "H", "H", "H", "H", "H", "H", "H", "C", "C", "C", "S", "O", "O", "C", "H", "H", "H", "H", "H", "H", "H", "H", "C", "C", "C", "S", "O", "O", "C", "H", "H", "H", "H", "H", "H", "H", "H", "C", "C", "C", "S", "O", "O", "C", "H", "H", "H", "H", "H", "H", "H", "H"],
  "coordinates": [[-0.508074, -0.217252, -0.484164], [1.017958, -0.976761, -1.455332], [-0.581859, 1.693146, -0.741279], [-0.501262, -0.674956, 1.397104], [-1.394978, -0.628302, -0.941891], [-4.642093, 1.184062, -0.290865], [-4.169658, -0.626457, -0.764192], [-4.122373, 2.521059, -1.582156], [-3.785758, 1.709464, 1.421191], [-5.703071, 1.270180, -0.127937], [-3.971174, -4.111286, -3.352014], [-4.175082, -2.639303, -3.796342], [-2.782962, -2.043876, -3.789217], [-1.804187, -3.273285, -4.676286], [-0.550324, -3.311814, -3.952139], [-1.776464, -3.093796, -6.105145], [-2.889328, -4.679239, -4.243701], [-4.890176, -4.672299, -3.521696], [-3.739467, -4.172990, -2.293884], [-4.908547, -2.205650, -3.121340], [-4.570205, -2.597738, -4.811732], [-2.357503, -1.982129, -2.792403], [-2.614848, -1.107650, -4.322773], [-2.190772, -5.450972, -3.913882], [-3.211177, -5.055052, -5.218328], [-2.101641, 5.569424, 0.906919], [-0.781980, 4.777461, 0.832820], [0.170409, 5.402112, 1.809200], [0.024025, 7.175326, 1.419923], [0.895385, 7.429472, 0.303665], [0.048488, 8.033308, 2.582631], [-1.723560, 7.058795, 0.875827], [-2.542744, 5.306426, 1.877429], [-2.845784, 5.292080, 0.166354], [-0.431333, 4.848175, -0.205109], [-0.931353, 3.719047, 1.035581], [1.203421, 5.067735, 1.840858], [-0.214305, 5.222695, 2.821546], [-1.691872, 7.343107, -0.174599], [-2.259871, 7.693626, 1.566931], [3.447798, -0.995626, -5.958315], [3.364164, -0.376332, -4.563874], [4.647454, -0.717314, -3.772326], [5.786586, -1.513199, -4.952502], [5.591015, -2.941940, -4.870573], [7.090057, -0.894902, -4.874494], [4.919218, -0.904758, -6.394950], [2.892137, -0.422722, -6.703416], [3.098329, -2.026779, -5.984220], [2.418634, -0.557806, -4.060616], [3.411357, 0.711229, -4.664777], [4.591717, -1.236108, -2.818643], [5.153447, 0.215222, -3.514930], [5.077729, -1.565948, -7.240071], [5.165391, 0.148754, -6.505230], [-0.193446, -5.606844, 1.373656], [0.669285, -4.856914, 0.373027], [-0.196160, -4.482155, -0.840257], [-1.925028, -4.654998, -0.328867], [-2.403779, -5.888415, -0.922835], [-2.646814, -3.415436, -0.465281], [-1.533788, -4.911063, 1.419231], [0.254938, -5.671619, 2.367660], [-0.324886, -6.647288, 1.066164], [1.511409, -5.474491, 0.050434], [1.159099, -3.961911, 0.766548], [-0.019425, -5.085476, -1.722917], [-0.079198, -3.447029, -1.141498], [-2.356711, -5.410185, 1.925744], [-1.494272, -3.878062, 1.776531], [-1.377491, 2.617213, 3.738550], [-1.655565, 1.186213, 4.267571], [-1.613314, 1.320884, 5.780440], [-0.101588, 2.327906, 6.053865], [0.996562, 1.421855, 5.801704], [-0.162718, 3.121203, 7.244341], [-0.316443, 3.316357, 4.583419], [-2.321258, 3.132322, 3.973626], [-1.213164, 2.785463, 2.675570], [-0.899097, 0.520933, 3.841312], [-2.590485, 0.796813, 3.871209], [-1.476875, 0.353952, 6.254281], [-2.435861, 1.939060, 6.135969], [0.663157, 3.489249, 4.138645], [-0.676317, 4.291021, 4.917871], [2.243320, 0.156098, 4.033093], [2.777998, -0.724330, 2.898805], [2.957143, 0.137225, 1.612259], [2.972139, 1.874503, 2.161702], [1.684297, 2.430036, 1.785683], [4.194017, 2.571343, 1.830630], [2.974394, 1.471473, 3.913355], [2.438177, -0.229044, 5.034148], [1.165738, 0.296553, 3.973786], [2.156629, -1.596297, 2.714998], [3.799807, -1.043523, 3.092228], [2.272435, 0.025348, 0.778022], [3.954326, -0.101667, 1.243142], [2.510471, 2.334212, 4.398706], [4.009372, 1.451885, 4.253100]],
  "forces_ev_per_a": [[0.47, 0.21, -0.26], [-0.44, 0.19, 0.31], [0.14, -0.43, 0.00], [-0.08, -0.10, -0.46], [-0.05, -0.17, 0.15], [0.86, 0.49, 0.61], [-0.16, 0.48, 0.18], [-0.28, -0.32, -0.19], [-0.46, -0.36, -0.48], [-0.13, -0.16, -0.06], [-0.56, -0.17, -0.63], [-0.08, -0.62, 0.26], [-0.06, 0.27, -0.66], [0.06, 0.03, 1.05], [0.22, -0.44, -0.16], [-0.23, 0.16, 0.11], [1.38, -0.11, -1.04], [-0.04, -0.03, 0.11], [0.11, 0.07, -0.14], [0.19, 0.47, -0.05], [-0.14, -0.05, -0.02], [0.07, -0.10, 0.09], [-0.30, 0.07, 0.07], [-0.30, 0.09, 0.72], [-0.48, 0.27, 0.10], [0.31, -0.16, 1.42], [-0.43, -0.33, -1.29], [-0.13, 0.49, 0.89], [-0.58, -0.56, 0.50], [-0.09, 0.12, -0.08], [0.26, -0.33, -0.18], [0.83, -0.77, -0.47], [-0.12, 0.23, -0.04], [0.17, 0.03, -0.28], [0.36, -0.04, 0.19], [-0.01, 0.10, 0.02], [0.08, 0.09, -0.57], [-0.06, 0.42, -0.12], [-0.27, 0.67, 0.17], [-0.32, 0.24, -0.32], [0.19, 0.18, -0.47], [0.25, 0.60, 0.15], [0.47, 0.67, -0.02], [-0.44, 0.44, 0.20], [0.33, 0.18, -0.05], [-0.20, -0.52, 0.12], [-0.96, -0.52, 0.80], [-0.35, -0.10, 0.25], [0.04, -0.02, 0.08], [0.09, -0.42, 0.12], [-0.21, -0.01, -0.22], [-0.26, -0.61, -0.32], [0.07, -0.03, -0.09], [0.53, 0.28, -0.16], [0.41, -0.11, -0.40], [0.00, -0.35, 0.73], [0.71, -0.04, -0.64], [-0.19, 0.53, 0.12], [1.34, -1.24, 0.34], [-0.38, 0.53, 0.19], [-0.37, 0.35, -0.27], [-0.52, 0.57, -0.49], [0.05, 0.22, -0.07], [-0.10, 0.08, -0.18], [-0.17, -0.09, -0.03], [-0.43, 0.05, 0.31], [-0.21, -0.24, -0.01], [0.08, 0.07, -0.01], [0.04, -0.22, -0.15], [0.28, -0.10, 0.23], [-1.13, 0.45, 0.39], [0.84, 0.41, -1.07], [0.81, 0.32, -0.43], [-0.79, -1.00, -0.57], [-0.33, 0.53, 1.07], [0.04, 0.02, 0.19], [0.03, 0.68, 0.35], [0.13, 0.20, -0.24], [0.17, -0.66, 0.07], [0.10, -0.09, 0.61], [-0.24, 0.14, 0.25], [-0.18, 0.18, 0.48], [-0.19, -0.34, 0.25], [-0.07, -0.39, -0.20], [0.06, -0.05, 0.08], [0.39, -0.25, -0.06], [0.08, 0.50, -0.63], [0.83, 0.00, 0.21], [0.30, -0.90, 0.20], [0.11, 0.21, 0.25], [-0.46, -0.14, -0.19], [-0.15, 1.13, -0.36], [-0.03, -0.33, -0.23], [0.22, -0.03, -0.30], [-0.02, -0.08, -0.02], [-0.11, -0.33, 0.53], [-0.31, 0.04, 0.31], [-0.01, 0.36, -0.28], [0.00, -0.36, 0.00], [0.08, -0.25, -0.19]],
  "mulliken_charge": [0.445, -0.105, 0.034, 0.222, -0.440, -0.493, 0.118, -0.053, -0.030, 0.542, -0.026, -0.803, 0.065, 0.967, -0.512, -0.698, -0.796, 0.456, -0.257, 0.325, 0.381, -0.479, 0.542, 0.421, 0.398, -0.665, 0.848, -0.190, 1.171, -0.663, -0.683, -0.767, 0.205, 0.367, 0.455, -1.192, 0.433, -0.145, 0.360, 0.432, -0.690, -0.205, -0.642, 1.083, -0.637, -0.663, -0.720, 0.365, 0.320, -0.018, 0.278, 0.402, 0.361, 0.401, 0.353, -0.607, -0.368, 0.014, 1.004, -0.709, -0.533, -0.708, 0.372, 0.321, 0.343, -0.057, 0.539, -0.318, 0.487, 0.146, 1.079, -0.001, -1.053, 1.084, -0.563, -0.742, -0.827, 0.397, -1.294, -0.507, 0.479, 0.462, 0.406, 0.197, 0.618, 0.792, -0.836, 0.237, 1.066, -0.329, -0.787, -0.900, 0.588, -0.925, 0.210, 0.468, -0.676, 0.510, 0.359, 0.385]
}

Number 1: orbital gap 0.537 eV, DFT total energy -569962.2478 eV. Number 2: orbital gap 9.533 eV, DFT total energy -537605.9503 eV.